96
Properties=species:S:1:pos:R:3:forces:R:3:mulliken_charge:R:1 method="wB97M-V/def2-TZVPD" gap_ev=9.5 relative_energy_kj_mol=97.27 homo_ev=-9.36 spin_multiplicity=1
N -0.351502 3.263311 -1.457796 0.62 0.17 -0.16 0.03
H -0.722665 3.151797 -0.482786 -0.32 -0.30 -0.13 0.40
H 0.537482 2.734860 -1.499446 0.19 -0.14 0.16 0.02
H -0.121401 4.236179 -1.638607 -0.17 0.02 -0.08 0.45
H -0.972115 2.891525 -2.180633 -0.24 -0.14 0.26 0.34
P -0.305509 -0.790900 -0.734361 1.30 0.06 -0.94 1.69
F -0.119181 -0.715752 0.841978 0.27 -0.33 0.17 -0.51
F 1.292870 -0.504886 -0.975440 -0.14 0.31 0.03 -0.31
F 0.114186 -2.361045 -0.829545 -0.71 -0.11 0.49 -0.48
F -0.566721 -0.793462 -2.343376 0.07 -0.20 -0.08 -0.54
F -1.862202 -1.146860 -0.510705 -0.18 0.07 -0.01 -0.31
F -0.568983 0.795446 -0.783378 -0.32 0.10 0.41 -0.01
C 3.360860 2.408015 -1.742227 -0.31 0.19 -0.17 -0.40
O 2.274238 2.094390 -0.879789 -0.28 0.30 0.03 -0.47
H 4.248188 1.824201 -1.499738 0.04 -0.01 -0.06 0.14
H 3.069150 2.277066 -2.789160 0.15 -0.22 0.02 0.07
H 3.572850 3.468694 -1.605386 0.13 -0.05 0.12 0.26
H 2.102882 1.142928 -0.877100 0.04 -0.07 -0.08 0.22
C -2.406789 -4.792351 -1.594183 0.51 0.46 -0.13 -0.57
O -2.093039 -3.603410 -2.334829 -0.15 -0.44 0.48 -0.50
H -2.197437 -4.654318 -0.529725 -0.22 0.05 0.03 0.18
H -3.459300 -5.018746 -1.735753 -0.04 -0.16 -0.02 0.27
H -1.769223 -5.618367 -1.919126 -0.21 -0.12 -0.16 0.26
H -1.497325 -3.106712 -1.765338 0.03 0.09 -0.33 0.27
C -4.009969 1.686534 -1.508185 -0.02 -0.66 0.02 -0.41
O -2.879124 1.338764 -2.289850 0.19 0.46 -0.22 -0.44
H -3.812049 1.562595 -0.437810 0.02 0.12 0.01 -0.03
H -4.268490 2.721697 -1.714617 0.06 0.05 -0.03 0.29
H -4.855780 1.047632 -1.780109 -0.11 0.15 0.08 0.32
H -2.634852 0.419056 -2.133311 -0.06 0.08 0.07 0.21
C 3.205105 -3.092477 -2.875668 -0.76 -0.20 -0.24 -0.38
O 3.017400 -2.872323 -1.491485 0.66 -0.01 0.23 -0.58
H 4.243999 -2.940997 -3.164056 0.08 0.14 0.30 0.30
H 2.941864 -4.122653 -3.135838 -0.03 0.05 -0.09 0.29
H 2.579005 -2.406960 -3.453075 0.09 -0.05 -0.13 0.00
H 2.095658 -2.695663 -1.279548 -0.06 0.05 -0.21 0.21
C -0.344045 -3.014458 3.635729 -0.21 -0.13 0.09 -1.16
C 0.132779 -3.236723 5.064618 0.12 -0.74 -0.58 0.55
C -0.087129 -2.042237 5.945286 0.56 -0.13 0.86 -1.31
O -0.606072 -4.316549 5.651525 -0.35 0.05 0.30 -0.59
H 0.075275 -2.130192 3.156464 0.10 -0.01 0.08 0.25
H -1.428171 -2.901490 3.680094 0.01 0.10 -0.06 0.28
H -0.137669 -3.883345 3.004995 0.11 0.03 0.01 0.40
H 1.177417 -3.570022 5.075472 0.14 0.46 -0.08 0.24
H -1.143994 -1.781949 5.964217 0.03 0.23 -0.08 0.27
H 0.562561 -1.203926 5.696117 -0.28 0.11 -0.44 0.37
H 0.224942 -2.300720 6.963126 -0.28 -0.09 -0.01 0.35
H -0.684678 -5.044850 5.028726 0.12 0.09 -0.10 0.31
C -3.812829 -1.385533 3.043914 -1.48 -0.27 0.20 -1.24
C -3.875465 -0.071840 2.294036 1.17 0.56 0.11 0.71
C -4.459531 1.057067 3.115902 -0.30 -0.25 0.24 -1.43
O -2.505488 0.341373 2.030847 -0.23 0.43 -0.23 -0.67
H -3.043298 -2.053706 2.677147 0.11 0.07 -0.08 0.18
H -4.779220 -1.901116 2.957822 0.13 -0.05 -0.19 0.42
H -3.730038 -1.227340 4.121094 0.53 0.10 -0.06 0.34
H -4.399243 -0.138358 1.336882 -0.04 -0.25 0.02 0.34
H -5.485517 0.832303 3.416022 -0.01 0.03 -0.08 0.42
H -4.449181 1.996288 2.564545 0.00 0.01 -0.03 0.14
H -3.876410 1.165081 4.032743 0.06 0.09 -0.06 0.35
H -2.185192 -0.126399 1.252051 0.05 -0.30 0.10 0.01
C 2.176928 0.034492 -5.436632 0.03 0.19 -0.01 -1.31
C 1.077743 1.108363 -5.367295 0.79 -1.16 -0.27 0.59
C -0.095155 0.735477 -6.228386 -0.78 0.68 -1.20 -1.51
O 0.704532 1.366354 -4.023798 -0.16 0.42 0.10 -0.30
H 2.873529 0.153699 -4.605576 -0.01 0.02 -0.01 0.29
H 2.736425 0.169137 -6.365016 0.00 -0.16 0.00 0.46
H 1.782471 -0.983155 -5.420665 -0.10 0.03 0.07 0.27
H 1.538796 1.992719 -5.809654 -0.24 0.42 0.50 0.29
H 0.207718 0.561150 -7.267668 0.30 -0.12 0.17 0.43
H -0.767134 1.596381 -6.326386 -0.14 -0.17 0.31 0.34
H -0.684881 -0.138248 -5.949751 0.22 -0.02 0.48 0.37
H 0.221774 0.592808 -3.703036 0.02 -0.03 0.13 0.13
C -0.286086 4.609907 2.232573 0.50 0.54 1.27 -1.56
C -1.560135 3.842520 2.052817 -0.56 -0.59 -0.38 0.90
C -2.737206 4.707640 1.662057 -0.09 0.67 -0.62 -1.53
O -1.358303 2.811207 1.063106 0.08 0.47 0.18 -0.19
H 0.475822 4.058187 2.787893 -0.01 -0.38 -0.44 0.36
H -0.455566 5.459395 2.907005 -0.19 0.12 -0.35 0.45
H 0.146259 4.990465 1.308303 -0.13 -0.07 -0.13 0.28
H -1.880028 3.338598 2.969567 0.41 0.02 0.16 0.29
H -2.955763 5.425731 2.454490 -0.23 -0.22 0.11 0.43
H -3.605068 4.099278 1.408820 -0.08 -0.03 0.33 0.31
H -2.563681 5.331330 0.774215 0.33 -0.20 0.00 0.32
H -1.652060 1.966732 1.441413 -0.14 -0.24 -0.14 0.04
C 4.070594 -1.371194 1.546529 -1.35 0.67 0.32 -1.30
C 4.707614 -0.689610 0.357676 0.62 -1.16 -0.64 1.99
C 5.765385 0.309156 0.730013 0.10 0.66 -0.38 -1.65
O 5.389266 -1.709141 -0.412007 0.18 0.39 -0.07 -0.67
H 3.296503 -0.752877 2.029027 0.31 0.27 -0.10 0.29
H 4.795368 -1.603714 2.323391 0.13 -0.37 -0.18 0.36
H 3.486044 -2.227330 1.209273 0.44 -0.32 0.06 0.29
H 3.973283 -0.263929 -0.332210 -0.24 0.25 0.37 -0.75
H 6.538548 -0.153929 1.341988 -0.12 0.02 0.20 0.40
H 5.332422 1.186840 1.215331 0.07 -0.13 0.27 0.33
H 6.265204 0.672750 -0.172009 -0.05 -0.07 -0.02 0.39
H 4.716927 -2.115336 -0.974797 -0.13 -0.18 0.30 0.38